# 1
The following is a DFT calculation (wB97M-V/def2-TZVPD) of C26H66BO30 as an isolated structure at a distorted geometry.

XYZ file:
```
123
Properties=species:S:1:pos:R:3:forces:R:3:mulliken_charge:R:1
O 2.52967 2.41428 0.54855 -1.3 -0.2 -1.0 -0.399
C 1.57762 1.76709 0.12589 3.9 4.1 4.3 0.280
O 1.65818 0.55274 -0.13983 -0.8 -4.3 -2.2 -0.891
B 0.31927 0.19127 -0.60457 -1.5 -0.7 -1.3 0.780
O -0.51346 1.41588 -0.48893 -1.6 -4.5 -1.4 -0.078
C 0.17701 2.21288 0.18276 1.4 1.0 -1.6 0.658
O -0.20788 3.26157 0.48301 -0.6 4.5 2.2 -0.885
O -0.26490 -0.93876 0.15861 2.6 6.0 5.4 0.273
C -0.64819 -1.80751 -0.57290 -2.2 -5.0 -1.3 0.186
O -1.03648 -2.87766 -0.26437 -1.3 -2.8 1.1 -0.816
C -0.38643 -1.46058 -1.90135 1.6 -2.2 -9.0 0.914
O 0.15810 -0.34504 -1.99860 2.1 5.4 2.4 0.059
O -0.31912 -2.08269 -2.98448 -1.9 -1.2 2.3 -1.112
C -1.13806 -3.74880 2.76523 -1.6 1.9 -1.2 0.074
C -1.59532 -4.43558 4.12341 -1.1 2.6 -3.2 -0.474
O -2.17204 -3.39291 4.93350 0.3 -0.8 -0.2 -0.520
O -0.32099 -2.58008 3.03805 1.0 -1.0 0.1 -0.360
H -2.01261 -3.15073 2.26398 0.5 -2.0 0.8 0.022
H -0.73062 -4.42007 1.94006 -0.2 0.5 1.4 0.025
H -0.71138 -4.87209 4.52121 0.3 -0.5 1.0 0.396
H -2.40191 -5.11185 3.78131 0.7 -0.4 0.6 0.277
H -2.74016 -2.87482 4.33287 0.4 -0.2 0.4 0.294
H 0.08819 -2.29370 2.20587 -0.3 -0.2 0.3 0.177
C -2.61209 -4.82703 -2.84348 -4.0 -3.8 1.3 0.594
C -2.63955 -5.62830 -1.46002 3.1 -1.8 -4.0 -0.416
O -2.94249 -4.78152 -0.43954 -3.6 -1.8 1.1 -0.426
O -2.29548 -5.72065 -3.89901 0.0 -1.2 2.0 -0.573
H -1.94462 -4.06168 -2.79467 1.6 2.5 0.2 -0.370
H -3.70067 -4.60156 -2.89610 0.6 1.0 -0.5 0.215
H -1.53670 -5.86282 -1.43224 -0.8 -0.6 0.5 0.202
H -3.19546 -6.70219 -1.69185 0.8 3.1 1.4 0.238
H -2.30090 -4.12502 -0.32462 1.9 1.4 0.0 0.274
H -2.26252 -5.20886 -4.66482 0.2 1.1 -2.1 0.311
C 3.67799 4.50473 2.87046 -2.4 -1.3 -1.4 0.417
C 4.12099 5.48116 3.81462 -0.3 1.1 2.1 -0.439
O 3.00341 5.98191 4.55847 0.5 2.0 -0.4 -0.568
O 4.72793 3.89722 2.20107 0.0 -2.3 -0.3 -0.568
H 3.22521 4.95905 2.07618 -2.3 1.8 -1.9 0.363
H 2.79319 3.85477 3.33034 2.1 0.6 -0.5 -0.369
H 4.81930 6.29975 3.51690 -1.0 -0.6 -0.1 0.282
H 4.57354 4.83368 4.47985 2.3 -0.8 1.9 0.349
H 2.39540 5.28517 4.75160 -0.4 -0.8 0.0 0.310
H 4.22760 3.33847 1.54508 1.5 0.4 0.7 0.272
C -1.42056 1.57610 4.14051 -1.1 2.6 -2.3 0.452
C -2.93117 1.87952 4.21728 0.7 1.3 3.6 -0.421
O -3.57902 0.88790 5.10453 -0.2 -0.2 -2.7 -0.560
O -0.62106 2.70575 3.66801 -0.9 -0.7 0.1 -0.520
H -1.23010 0.79638 3.45399 0.1 -1.5 -0.3 -0.310
H -1.18666 1.37242 5.11465 1.4 -0.8 2.3 0.482
H -3.33523 2.03014 3.24690 -1.1 -0.4 -0.6 0.029
H -3.10841 2.81531 4.85304 0.6 -0.6 -1.6 0.281
H -3.30059 1.12879 5.97197 0.3 0.1 0.9 0.335
H -1.00369 2.94882 2.80097 0.1 0.1 0.7 0.282
C 3.34886 0.73461 3.51649 -3.6 -0.5 -1.2 -0.139
C 2.44557 -0.58974 3.61978 -0.9 1.7 -1.2 0.024
O 1.78868 -0.59131 4.90324 1.7 -1.2 0.4 -0.490
O 4.19589 0.73659 2.37937 -3.0 -0.8 -2.0 -0.533
H 3.86312 0.84317 4.42335 1.2 0.3 1.0 0.579
H 2.49273 1.54010 3.47936 1.9 -0.9 0.0 -0.128
H 3.02123 -1.51303 3.36186 -0.5 0.6 0.4 0.369
H 1.57475 -0.40049 2.81929 1.8 -0.9 1.6 -0.269
H 2.40210 -1.04171 5.56378 -1.2 0.9 -1.4 0.307
H 3.49097 0.54906 1.60527 2.8 0.8 2.2 0.251
C -2.94258 1.08793 -3.19709 2.8 -6.3 0.4 1.068
C -4.37878 1.29242 -3.25496 0.0 5.9 3.1 -0.495
O -4.83325 1.19462 -1.87390 -0.8 1.9 -1.8 -0.584
O -2.34893 1.19288 -4.47320 0.4 -3.9 0.5 -0.506
H -2.71957 0.00229 -2.70160 -0.8 1.4 -1.8 -0.544
H -2.21795 1.49808 -2.54474 -0.5 2.2 1.4 -0.059
H -4.98751 0.86946 -4.00290 -0.4 -1.2 -0.7 0.253
H -4.43493 2.48705 -3.39261 -0.5 -2.3 -0.2 0.328
H -4.75149 0.30712 -1.63049 0.3 -2.6 1.0 0.249
H -2.58885 2.05077 -4.54959 -0.4 4.7 -2.0 0.349
C 2.61252 -4.03055 -3.18067 0.8 -2.6 -1.2 -0.227
C 2.16564 -4.27808 -1.77944 4.6 -6.9 -1.2 0.463
O 3.40670 -4.52486 -1.06043 -7.6 -7.4 5.0 -0.521
O 1.40319 -3.99330 -3.86857 -0.7 -0.2 -1.5 -0.535
H 3.46370 -4.87959 -3.57465 -2.8 2.3 0.8 0.180
H 3.03865 -3.05190 -3.25845 1.1 0.7 0.0 0.167
H 1.50384 -5.17693 -1.69330 0.6 1.0 0.0 0.179
H 1.77707 -3.43584 -1.55169 -3.2 5.5 2.6 -0.411
H 3.89236 -3.94756 -1.39812 7.3 7.7 -4.1 0.260
H 0.81296 -3.43025 -3.32632 0.0 -0.3 -0.8 0.316
C -3.59613 4.37557 -0.34946 -0.1 -1.6 0.3 -0.028
C -3.46240 3.34924 0.82963 -2.4 6.2 2.4 -0.352
O -2.43199 3.87364 1.60572 0.0 0.9 2.4 -0.512
O -4.77483 3.98630 -1.19946 2.3 -2.7 0.1 -0.598
H -2.47112 4.34213 -0.70004 -2.2 0.0 -0.8 0.046
H -3.66930 5.42546 0.04105 -0.7 -1.1 -0.4 0.351
H -3.07902 2.49647 0.47761 -0.1 -4.2 -1.4 0.169
H -4.23307 3.52647 1.66847 -0.2 -1.7 -2.2 0.267
H -1.68638 3.75098 1.07833 2.5 0.2 -1.1 0.453
H -4.76285 2.88324 -1.37088 0.2 4.1 1.0 0.382
C 4.97842 2.73043 -2.10576 1.4 -1.2 4.8 0.006
C 6.41281 2.14173 -1.92217 1.3 0.3 5.3 -0.330
O 6.80891 1.54129 -3.02303 0.3 -5.2 -0.4 -0.466
O 4.63964 3.49691 -0.85455 5.7 -0.7 -3.1 -0.563
H 4.30064 1.91675 -2.44122 0.2 0.7 0.5 -0.119
H 5.20318 3.42084 -2.78378 -0.2 3.0 -3.5 0.574
H 6.39260 1.25481 -1.14676 0.0 2.1 -0.9 0.158
H 7.42376 2.87766 -1.58712 -3.5 -1.2 -0.3 0.213
H 6.94337 2.07121 -3.72106 0.7 3.2 -3.7 0.285
H 3.77989 3.38310 -0.71314 -5.6 -0.7 1.1 0.253
C -3.96002 -0.58469 1.12185 1.7 1.4 -0.1 0.621
C -4.25111 -1.86085 0.41112 -1.8 -2.3 -0.6 -0.562
O -4.23176 -1.69642 -0.96952 4.5 5.6 1.1 -0.379
O -3.89403 -0.97038 2.49587 0.0 2.8 0.8 -0.534
H -4.76950 0.15405 0.87976 0.6 -0.5 0.5 0.398
H -2.91158 -0.03343 0.77266 -2.4 -1.6 0.6 -0.390
H -5.28299 -2.28155 0.55749 0.6 0.8 1.1 0.451
H -3.62565 -2.71579 0.64294 0.6 0.3 0.6 -0.022
H -4.73415 -2.24067 -1.42699 -3.6 -4.3 -2.8 0.173
H -3.85919 -0.10701 3.04593 -0.1 -2.3 -1.0 0.194
C 1.87665 -0.55787 -5.45786 -3.1 0.6 2.2 -0.275
C 2.63818 0.00933 -4.19364 2.3 -0.3 -1.4 0.411
O 4.09151 -0.44226 -4.46357 0.5 3.8 -1.5 -0.590
O 0.42995 -0.18126 -5.33601 0.9 2.0 -1.2 -0.578
H 1.57837 -1.58497 -5.64414 2.2 -0.9 0.7 0.235
H 2.35946 -0.14901 -6.34851 -0.6 0.3 0.1 0.221
H 2.47598 -0.41093 -3.18440 -0.5 -0.1 -0.8 -0.236
H 2.53688 1.17177 -4.08096 0.1 -2.1 -0.6 0.192
H 4.64632 0.31122 -5.03161 -2.5 -2.9 2.4 0.286
H -0.05213 -0.65479 -4.65118 0.7 -0.5 0.2 0.265
```
Positions in Å, forces in eV/Å.

Its spin multiplicity is 1. The value obtained for the max |F| is 11.73 eV/A. The calculation puts the relative energy (zero: lowest compared OMol25 entry of this formula, charge and spin) at 15.501 eV. The LUMO energy is 1.201 eV. Its charge is -1. As for the calculated total energy: -90121.10814 eV.



# 2
The following is a DFT calculation (wB97M-V/def2-TZVPD) of an isolated ion of composition C4H8N3O and charge +1 at a distorted geometry.

XYZ file:
```
16
Properties=species:S:1:pos:R:3:forces:R:3:nbo_charge:R:1
C 2.08616 -1.78326 -1.62201 2.7 0.3 1.6 -0.700
C 0.93508 -1.66511 -0.66747 -1.4 2.9 -1.3 0.014
C 0.25831 -0.47958 -0.37728 0.9 -2.0 -0.3 -0.353
C -1.00967 -0.80332 0.23123 0.9 4.3 2.5 0.133
N -1.73367 -0.13983 1.09946 -1.6 -3.5 -2.1 -0.140
O -1.47162 1.07437 1.61868 1.3 3.9 1.4 -0.108
N -1.46646 2.16337 0.90888 0.1 -1.5 -1.1 0.278
N -1.46709 3.26455 1.52536 -0.5 -1.3 3.3 -0.433
H 2.00362 -1.36169 -2.62754 -0.7 0.2 0.4 0.263
H 2.45250 -2.80644 -1.77262 -0.3 0.2 0.3 0.249
H 2.99647 -1.21561 -1.14667 -1.5 -0.9 -0.8 0.252
H 0.37834 -2.48794 -0.23233 0.7 -0.7 -0.6 0.206
H 0.57857 0.55464 -0.52868 0.0 -0.6 -0.3 0.237
H -1.36207 -1.76677 0.08583 -1.1 -1.6 -0.1 0.225
H -1.61830 3.42466 2.59526 0.5 -0.8 -2.2 0.443
H -1.56016 4.02795 0.90991 0.0 1.2 -0.8 0.434
```
Positions in Å, forces in eV/Å.

Its spin multiplicity is 1. The value obtained for the max |F| is 5.03 eV/A. The calculation puts the relative energy (zero: lowest compared OMol25 entry of this formula, charge and spin) at 8.113 eV. The LUMO energy is -5.554 eV. Its charge is +1. As for the calculated total energy: -10782.18750 eV.



Q: Which value of max |F| does entry 1 give?
A: 11.73 eV/A



Q: Among the records above, which one has the lowest max |F|?
A: C4H8N3O